No. 1
{
  "formula": "C10H11NO2",
  "method": "ωB97M-V with the def2-TZVPD basis set",
  "symbols": ["O", "O", "N", "C", "C", "C", "C", "C", "C", "C", "C", "C", "C", "H", "H", "H", "H", "H", "H", "H", "H", "H", "H", "H"],
  "coordinates": [[0.429, -2.406, -2.401], [0.417, 0.951, 1.084], [1.400, -2.042, -1.522], [-1.181, 2.003, -0.453], [-0.195, 1.085, -0.176], [-1.465, 1.282, -2.515], [1.465, -1.245, 3.522], [1.174, -0.826, -0.862], [0.766, -0.168, 3.141], [-0.636, 0.237, -2.473], [0.061, -0.350, 1.912], [-1.775, 2.178, -1.567], [0.076, 0.096, -1.171], [0.077, -1.198, 1.348], [2.141, -1.351, 4.623], [0.742, 0.792, 3.645], [-1.219, 0.165, 2.118], [-2.330, 3.137, -2.127], [-0.311, -0.329, -3.075], [-1.598, 2.718, 0.678], [-2.103, 1.416, -3.725], [1.267, -1.949, 2.930], [1.938, -0.964, -0.123], [0.860, -3.232, -2.811]],
  "gap_ha": 0.3145,
  "spin_multiplicity": 1,
  "relative_energy_kcal_mol": 272.1,
  "mol_weight_da": 177.20,
  "homo_energy_ev": -8.460,
  "lumo_ev": 0.1
}

No. 2
{
  "formula": "C3H7O3",
  "method": "ωB97M-V with the def2-TZVPD basis set",
  "symbols": ["O", "O", "O", "C", "C", "C", "H", "H", "H", "H", "H", "H", "H"],
  "coordinates": [[-1.076, 1.227, 0.239], [0.142, -0.478, 1.018], [1.525, 1.223, -1.743], [2.214, 0.074, -1.273], [-2.226, -0.595, 1.272], [-0.932, 0.117, 0.804], [-2.285, -1.610, 0.853], [3.152, 0.347, -0.786], [-2.196, -0.667, 2.363], [0.809, 1.401, -1.107], [2.349, -0.619, -2.106], [1.613, -0.436, -0.527], [-3.090, 0.016, 0.994]],
  "gap_ha": 0.3169,
  "spin_multiplicity": 1,
  "relative_energy_kcal_mol": 16.0,
  "mol_weight_da": 91.09,
  "homo_energy_ev": -4.287,
  "lumo_ev": 4.3,
  "total_charge": -1
}

No. 3
{
  "formula": "C27H21N3O7SW",
  "method": "ωB97M-V with the def2-TZVPD basis set",
  "symbols": ["W", "S", "O", "O", "O", "O", "O", "O", "O", "N", "N", "N", "C", "C", "C", "C", "C", "C", "C", "C", "C", "C", "C", "C", "C", "C", "C", "C", "C", "C", "C", "C", "C", "C", "C", "C", "C", "C", "C", "H", "H", "H", "H", "H", "H", "H", "H", "H", "H", "H", "H", "H", "H", "H", "H", "H", "H", "H", "H", "H"],
  "coordinates": [[0.885, -0.426, 1.059], [5.596, -1.392, -4.384], [-2.840, -0.311, -0.467], [1.984, -3.789, 3.139], [0.196, -0.117, 2.964], [-0.634, -0.006, 0.138], [1.952, -1.951, 1.979], [1.466, 1.374, 1.491], [0.860, 3.315, 2.431], [1.368, -3.039, 2.461], [2.461, -0.498, -0.359], [6.900, 0.172, -2.675], [0.895, 2.386, 5.669], [-1.918, 1.091, 4.884], [-3.291, 1.219, 5.027], [4.697, -0.538, -2.032], [5.832, -0.565, -2.998], [1.055, 1.330, 4.775], [2.905, 0.509, 6.075], [2.739, 1.555, 6.971], [2.961, -1.669, -0.848], [-1.685, -2.021, 0.835], [4.192, 0.664, -1.537], [3.087, 0.652, -0.720], [2.072, 0.400, 4.971], [-2.606, -2.948, 1.274], [0.845, 2.134, 2.451], [-0.339, -2.156, 1.195], [0.031, -3.175, 2.065], [-3.409, 2.356, 2.908], [0.175, 1.306, 3.549], [-1.286, 1.596, 3.746], [-0.882, -4.140, 2.516], [1.738, 2.495, 6.763], [-1.924, -0.775, 0.079], [-4.035, 1.852, 4.041], [-2.038, 2.225, 2.755], [4.048, -1.724, -1.670], [-2.188, -4.022, 2.092], [-0.458, -0.642, 3.457], [1.611, 3.316, 7.454], [-5.104, 1.966, 4.162], [2.664, 1.572, -0.347], [4.389, -2.671, -2.064], [0.453, -2.005, 0.222], [2.439, -2.572, -0.567], [-3.652, -2.842, 1.013], [-3.988, 2.864, 2.149], [0.122, 3.125, 5.507], [-2.919, -4.746, 2.421], [7.676, 0.211, -3.319], [3.685, -0.223, 6.234], [-0.569, -4.934, 3.182], [-1.334, 0.628, 5.672], [-1.562, 2.646, 1.878], [2.224, -0.419, 4.278], [7.025, 0.572, -1.760], [3.390, 1.640, 7.830], [4.631, 1.613, -1.812], [-3.776, 0.842, 5.917]],
  "gap_ha": 0.1878,
  "spin_multiplicity": 1,
  "relative_energy_kcal_mol": 0.0,
  "mol_weight_da": 715.39,
  "homo_energy_ev": -13.482,
  "lumo_ev": -8.4,
  "total_charge": 2
}

No. 4
{
  "formula": "C2H2OS2",
  "method": "ωB97M-V with the def2-TZVPD basis set",
  "symbols": ["S", "S", "O", "C", "C", "H", "H"],
  "coordinates": [[-2.328, -0.780, -0.793], [0.054, 1.914, -0.061], [1.152, -1.001, 0.952], [0.468, -0.727, 0.000], [-0.916, -0.693, -0.197], [0.668, 1.847, 1.117], [0.902, -0.560, -1.018]],
  "gap_ha": [0.2413, 0.2411],
  "spin_multiplicity": 1,
  "relative_energy_kcal_mol": 77.2,
  "mol_weight_da": 106.17,
  "homo_energy_ev": [-8.853, -8.850],
  "lumo_ev": [-2.3, -2.3]
}

Repeat the first record exactly.
{
  "formula": "C10H11NO2",
  "method": "ωB97M-V with the def2-TZVPD basis set",
  "symbols": ["O", "O", "N", "C", "C", "C", "C", "C", "C", "C", "C", "C", "C", "H", "H", "H", "H", "H", "H", "H", "H", "H", "H", "H"],
  "coordinates": [[0.429, -2.406, -2.401], [0.417, 0.951, 1.084], [1.400, -2.042, -1.522], [-1.181, 2.003, -0.453], [-0.195, 1.085, -0.176], [-1.465, 1.282, -2.515], [1.465, -1.245, 3.522], [1.174, -0.826, -0.862], [0.766, -0.168, 3.141], [-0.636, 0.237, -2.473], [0.061, -0.350, 1.912], [-1.775, 2.178, -1.567], [0.076, 0.096, -1.171], [0.077, -1.198, 1.348], [2.141, -1.351, 4.623], [0.742, 0.792, 3.645], [-1.219, 0.165, 2.118], [-2.330, 3.137, -2.127], [-0.311, -0.329, -3.075], [-1.598, 2.718, 0.678], [-2.103, 1.416, -3.725], [1.267, -1.949, 2.930], [1.938, -0.964, -0.123], [0.860, -3.232, -2.811]],
  "gap_ha": 0.3145,
  "spin_multiplicity": 1,
  "relative_energy_kcal_mol": 272.1,
  "mol_weight_da": 177.20,
  "homo_energy_ev": -8.460,
  "lumo_ev": 0.1
}

- Number 1 is which compound?
  C10H11NO2